No. 1
Here is a single C3H6S3 molecule from the OMol25 dataset. Energies are from ωB97M-V/def2-TZVPD.

```
12
C3H6S3, DFT ωB97M-V/def2-TZVPD
C -0.2990 -1.8794 0.5119
C -0.3528 -0.9969 -0.4358
C 0.1010 0.6205 -0.2829
S 0.7622 0.9441 1.3777
S 1.1881 1.1223 -1.5869
S -1.5064 1.4598 -0.5382
H -0.5012 -2.9742 0.6059
H 0.1990 -1.3944 1.3864
H -0.5857 -1.1170 -1.4895
H -0.4039 1.0139 1.8311
H 2.3123 0.6134 -1.1736
H -0.9135 2.5879 -0.2061
```

Summary:
spin multiplicity: 1
lowest unoccupied orbital energy: 0.61 eV
energy above the lowest of the compared OMol25 structures with the same formula, charge and spin: 41.8 kcal per mole
frontier orbital gap: 9.92 eV
SMILES string: C=CC(S)(S)S
HOMO level: -9.31 eV

natural (NBO) atomic charge list, values in e, 8 entries:
1 C -0.420
2 C -0.204
3 C -0.494
4 S 0.032
5 S 0.050
6 S 0.031
7 H 0.232
8 H 0.206

***

No. 2
Here is a single C3H6Si molecule from the OMol25 dataset. Energies are from ωB97M-V/def2-TZVPD.

```
10
C3H6Si, DFT ωB97M-V/def2-TZVPD
C -2.3080 0.0567 0.4442
C -1.0615 0.3008 -0.1088
C 0.2494 0.5501 -0.8350
Si 1.9297 -0.1524 0.0887
H -2.7612 0.9094 0.9917
H -2.7707 -0.9829 0.5674
H 0.0491 0.5905 -1.8525
H 1.7967 -1.5585 -0.4618
H 1.6646 0.0057 1.4598
H 3.2120 0.2805 -0.2936
```

Summary:
spin multiplicity: 1
lowest unoccupied orbital energy: 0.93 eV
energy above the lowest of the compared OMol25 structures with the same formula, charge and spin: 46.3 kcal per mole
frontier orbital gap: 9.98 eV
SMILES string: C=C=C[SiH3]
HOMO level: -9.05 eV

natural (NBO) atomic charge list, values in e, 8 entries:
1 C -0.545
2 C 0.124
3 C -0.667
4 Si 0.883
5 H 0.233
6 H 0.242
7 H 0.219
8 H -0.158

***

No. 3
Here is 36 unconnected molecules or ions with the total composition C3H76FNO35PS from the OMol25 dataset. Energies are from ωB97M-V/def2-TZVPD.

```
118
C3H76FNO35PS, DFT ωB97M-V/def2-TZVPD
C -0.2969 2.8694 1.2404
C 0.2723 3.9386 0.3036
F -0.7270 4.7939 -0.1572
P 1.0946 3.1490 -1.1313
N 2.4628 4.0149 -1.5202
C 3.5420 3.6706 -0.9967
S 4.9082 3.3489 -0.4063
H -1.3832 2.8998 1.2882
H 0.1021 3.0250 2.2402
H 0.0172 1.8802 0.9052
H 1.0032 4.5481 0.8439
H 1.3696 1.8053 -0.8747
H 0.2488 3.2516 -2.2320
O 0.6556 2.0119 -4.0825
H 1.3235 2.7123 -4.0302
H 0.4729 1.9712 -5.0294
O -3.4913 3.8193 -0.6379
H -2.5414 3.9669 -0.6613
H -3.7940 4.4156 0.0628
O 2.9309 0.4270 -2.9962
H 2.0137 0.6095 -3.2487
H 3.4605 0.9975 -3.5793
O -1.6660 2.2248 3.6874
H -2.2241 1.5373 4.0652
H -2.0669 3.0368 4.0223
O -3.0139 -0.3432 4.4570
H -2.1168 -0.6581 4.2904
H -3.5590 -1.1070 4.2191
O 0.7721 6.7527 -1.8220
H -0.1363 6.4470 -1.9135
H 1.2787 5.9952 -1.5187
O 4.3026 0.5976 -5.4148
H 5.2476 0.4537 -5.5421
H 3.9000 -0.2152 -5.7550
O 6.0642 1.7025 -3.4295
H 5.4987 1.0115 -3.0657
H 5.6728 2.5288 -3.1311
O 2.8624 -1.7390 -6.6564
H 1.9272 -1.5346 -6.5658
H 2.8954 -2.5242 -7.2183
O 5.3557 -1.7068 -3.7498
H 4.4669 -1.3454 -3.6612
H 5.2589 -2.4584 -4.3565
O -4.0903 2.4670 5.1863
H -5.0032 2.6332 5.4552
H -4.1094 1.5781 4.8080
O 1.8928 -1.9189 -1.5973
H 0.9685 -1.8055 -1.8411
H 2.3789 -1.2794 -2.1345
O -6.1182 3.2027 7.4166
H -5.1844 3.3646 7.6030
H -6.5801 3.6878 8.1140
O 3.5209 -4.6613 -6.9057
H 3.8425 -4.9598 -6.0403
H 4.2959 -4.7303 -7.4743
O 2.2197 4.6373 -4.9996
H 2.4188 5.2057 -5.7513
H 1.9208 5.2547 -4.3203
O 6.2581 -0.0720 -7.6670
H 5.6863 0.6768 -7.8653
H 7.0383 0.3101 -7.2514
O -5.8509 -0.5492 4.5793
H -6.5788 -0.0170 4.9190
H -5.0896 -0.2544 5.0840
O -4.8037 2.2444 9.7173
H -5.6419 1.8633 9.4402
H -4.2937 1.4766 9.9927
O 3.0607 -7.6724 -6.0373
H 2.2268 -8.1235 -5.8669
H 2.8043 -6.8654 -6.4989
O -7.7264 5.4467 8.8167
H -8.5349 5.6965 9.2738
H -7.4126 6.2559 8.4023
O 0.8237 -4.7105 -1.9923
H 1.4116 -3.9484 -1.9297
H 0.6994 -4.8592 -2.9379
O -4.9689 5.1492 1.5866
H -5.4955 4.5073 2.0768
H -5.3005 6.0103 1.8635
O -1.1795 -2.5504 5.3953
H -1.0686 -2.4161 6.3419
H -0.4324 -3.0986 5.1348
O 5.3197 -4.5419 -4.4924
H 5.3125 -4.5000 -3.5255
H 6.1724 -4.9409 -4.7134
O -2.0623 5.1112 2.6951
H -2.9799 5.2698 2.4313
H -1.5594 5.7800 2.2206
O 4.0895 -8.3462 -3.3842
H 3.8500 -7.8476 -4.1781
H 3.3452 -8.2128 -2.7908
O -4.0151 -3.2173 3.1771
H -4.9534 -3.4302 3.1543
H -3.5876 -4.0034 3.5306
O -8.5725 -0.3466 5.6108
H -9.3672 0.0791 5.9510
H -8.8454 -1.2543 5.4424
O 4.7993 -5.6134 -1.7739
H 5.3006 -6.0738 -1.0944
H 3.9290 -5.4687 -1.3868
O -7.5964 1.1084 8.3476
H -6.8129 1.6567 8.1895
H -7.9400 0.9321 7.4645
O -5.4529 -0.5318 9.2921
H -6.3104 -0.8906 9.0211
H -4.9496 -1.3030 9.5702
O 8.2585 -0.1524 -1.8807
H 7.3714 -0.5056 -1.7581
H 8.1114 0.7222 -2.2571
O -1.4088 0.5531 -0.1779
H -2.3082 0.7613 0.1034
H -1.4726 -0.3287 -0.5581
O 0.9026 -6.2401 -4.8272
H -0.0247 -6.2163 -5.0903
H 1.3290 -5.5909 -5.4001
O 6.7049 -7.0887 -5.1477
H 5.8275 -7.4621 -5.2863
H 7.2276 -7.8248 -4.8165
```

Summary:
spin multiplicity: 1
lowest unoccupied orbital energy: -3.89 eV
frontier orbital gap: 8.05 eV
HOMO level: -11.94 eV
charge: +1

Löwdin atomic charge list, values in e, 8 entries:
1 C -0.088
2 C -0.445
3 F -0.059
4 P 1.106
5 N -0.145
6 C -0.828
7 S 0.978
8 H 0.074

***

No. 4
Here is a molecular structure, C3H7AgClFN2O3PS from the OMol25 dataset. Energies are from ωB97M-V/def2-TZVPD.

```
20
C3H7AgClFN2O3PS, DFT ωB97M-V/def2-TZVPD
C -0.3443 0.2857 2.0806
C -0.0964 1.1172 0.8672
N 0.3539 2.3073 1.0043
C -0.4490 0.5274 -0.4866
N -0.0588 -0.9211 -0.6033
P 1.2236 -1.3429 -1.5756
O 2.5596 -0.9676 -0.8661
Cl 1.1862 -0.5740 -3.3556
S -1.4337 -1.9618 -0.8346
O -2.3905 -1.5657 0.1134
O -1.6347 -2.0921 -2.2238
F -0.7128 -3.2219 -0.3464
H -1.0903 -0.4838 1.9028
H -0.6516 0.9194 2.9077
H 0.5794 -0.2181 2.3774
H 0.4241 2.7302 0.0645
H -1.5341 0.5782 -0.5972
H -0.0132 1.1118 -1.2985
H 2.5176 -0.4987 -0.0177
Ag 1.5650 4.2703 0.8876
```

Summary:
spin multiplicity: 2
lowest unoccupied orbital energy (spin up / spin down): -8.78 / -10.83 eV
energy above the lowest of the compared OMol25 structures with the same formula, charge and spin: 0.0 kcal per mole
frontier orbital gap (spin up / spin down): 9.67 / 7.73 eV
HOMO level (spin up / spin down): -18.45 / -18.56 eV
charge: +2

natural (NBO) atomic charge list, values in e, 8 entries:
1 C -0.704
2 C 0.391
3 N -0.745
4 C -0.323
5 N -1.038
6 P 1.780
7 O -0.924
8 Cl -0.041

***

No. 5
Here is a single C3H7BO molecule from the OMol25 dataset. Energies are from ωB97M-V/def2-TZVPD.

```
12
C3H7BO, DFT ωB97M-V/def2-TZVPD
B 0.5306 -0.7846 -0.7008
C -1.6386 -0.1972 0.6502
C 1.0179 0.9973 -0.3018
C -0.3054 -0.6376 0.6305
O -2.0335 0.9224 0.5052
H -0.0182 -1.0506 -1.6573
H 1.6123 -1.2571 -0.5441
H -2.5153 -0.8890 0.7536
H 1.4088 1.1885 -1.3228
H 0.1012 1.6218 -0.0653
H 1.6474 0.9584 0.4691
H 0.1930 -0.8723 1.5835
```

Summary:
spin multiplicity: 1
lowest unoccupied orbital energy: -0.95 eV
energy above the lowest of the compared OMol25 structures with the same formula, charge and spin: 81.0 kcal per mole
frontier orbital gap: 9.13 eV
HOMO level: -10.08 eV

natural (NBO) atomic charge list, values in e, 8 entries:
1 B -0.105
2 C 0.321
3 C -0.607
4 C -0.167
5 O -0.519
6 H -0.017
7 H -0.009
8 H 0.157

***

No. 6
Here is 2 unconnected molecules or ions with the total composition C3H7BO3 from the OMol25 dataset. Energies are from ωB97M-V/def2-TZVPD.

```
14
C3H7BO3, DFT ωB97M-V/def2-TZVPD
B 0.2532 -1.1878 0.7555
C -0.3112 -0.1611 -1.6963
C -0.2677 2.0230 -0.0309
C -0.6666 -0.5095 -0.4316
O 0.3452 1.9316 0.9983
O 1.5491 -0.7623 0.6392
O -0.2801 -1.9857 1.7472
H 0.5566 -0.5645 -2.1828
H -1.0018 0.4709 -2.1680
H -1.3214 2.3866 -0.1095
H 0.1528 1.8649 -1.0909
H -1.6050 -0.1294 0.0913
H 2.1895 -0.8191 1.3475
H 0.4075 -2.5576 2.1311
```

Summary:
spin multiplicity: 1
lowest unoccupied orbital energy: 0.39 eV
energy above the lowest of the compared OMol25 structures with the same formula, charge and spin: 56.0 kcal per mole
frontier orbital gap: 9.68 eV
SMILES string: C=CB(O)O.C=O
HOMO level: -9.29 eV

natural (NBO) atomic charge list, values in e, 8 entries:
1 B 1.095
2 C -0.373
3 C 0.286
4 C -0.508
5 O -0.534
6 O -0.897
7 O -0.890
8 H 0.213

***

No. 7
Here is a single C3H7BO3 molecule from the OMol25 dataset. Energies are from ωB97M-V/def2-TZVPD.

```
14
C3H7BO3, DFT ωB97M-V/def2-TZVPD
B -0.7013 0.9955 0.0573
C 1.2281 -0.5906 1.0461
C 0.3139 -1.3672 -0.9163
C -0.2441 -0.0674 0.9846
O 1.4591 -0.8838 -0.3915
O 0.1532 1.9270 -0.3793
O -2.0170 0.9507 -0.4946
H 2.0156 0.1335 1.3418
H 1.3090 -1.5503 1.4735
H -0.1108 -2.2680 -0.5070
H -0.0983 -0.9708 -1.8640
H -1.0014 -0.4265 1.7655
H -0.2911 2.7242 -0.7809
H -2.0149 1.3937 -1.3351
```

Summary:
spin multiplicity: 1
lowest unoccupied orbital energy (spin up / spin down): -0.13 / 0.40 eV
energy above the lowest of the compared OMol25 structures with the same formula, charge and spin: 96.2 kcal per mole
frontier orbital gap (spin up / spin down): 7.59 / 8.61 eV
HOMO level (spin up / spin down): -7.72 / -8.21 eV

natural (NBO) atomic charge list, values in e, 8 entries:
1 B 1.000
2 C -0.088
3 C 0.044
4 C -0.531
5 O -0.545
6 O -0.888
7 O -0.898
8 H 0.203

***

No. 8
Here is a molecular structure, C3H7Br2P from the OMol25 dataset. Energies are from ωB97M-V/def2-TZVPD.

```
13
C3H7Br2P, DFT ωB97M-V/def2-TZVPD
C -1.4547 0.3267 -1.6164
C 1.5155 0.4301 1.4618
C 0.7818 -0.7902 1.0341
P -0.6907 -0.4875 -0.0093
Br 2.0813 1.6840 -0.0040
Br 1.9336 -1.9876 -0.0197
H -1.4883 1.4048 -1.4548
H -2.4525 -0.0858 -1.7293
H 2.4404 0.1686 1.9745
H 0.8857 1.0419 2.1086
H -0.8240 0.0962 -2.4716
H -1.1211 -1.7860 -0.1886
H -1.6071 -0.0152 0.9146
```

Summary:
spin multiplicity: 1
lowest unoccupied orbital energy: 0.12 eV
energy above the lowest of the compared OMol25 structures with the same formula, charge and spin: 59.4 kcal per mole
frontier orbital gap: 8.04 eV
HOMO level: -7.92 eV

natural (NBO) atomic charge list, values in e, 8 entries:
1 C -0.876
2 C -0.479
3 C -0.567
4 P 0.905
5 Br -0.116
6 Br -0.040
7 H 0.240
8 H 0.238

***

No. 9
Here is a molecular structure, C3H7BrCuNO from the OMol25 dataset. Energies are from ωB97M-V/def2-TZVPD.

```
14
C3H7BrCuNO, DFT ωB97M-V/def2-TZVPD
Cu 1.3956 -1.0072 -2.4500
Br -0.6703 -1.0497 -2.6411
C 0.0146 -1.3399 0.5646
O 0.3105 -2.1315 -0.3552
N -0.0920 0.0072 0.4186
C -0.1766 0.8073 1.6317
C -0.0103 0.7230 -0.8761
H -0.1966 -1.6685 1.5940
H -0.7216 1.7387 1.4780
H 0.8799 0.9960 1.8222
H -0.7487 0.2221 2.3517
H -0.7699 1.5006 -0.9555
H 0.9765 1.1855 -0.8966
H -0.1909 0.0164 -1.6862
```

Summary:
spin multiplicity: 1
lowest unoccupied orbital energy: -0.98 eV
energy above the lowest of the compared OMol25 structures with the same formula, charge and spin: 102.0 kcal per mole
frontier orbital gap: 6.51 eV
HOMO level: -7.49 eV

natural (NBO) atomic charge list, values in e, 8 entries:
1 Cu 0.782
2 Br -0.553
3 C 0.523
4 O -0.681
5 N -0.417
6 C -0.407
7 C -0.489
8 H 0.119

***

No. 10
Here is 2 unconnected molecules or ions with the total composition C3H7BrN from the OMol25 dataset. Energies are from ωB97M-V/def2-TZVPD.

```
12
C3H7BrN, DFT ωB97M-V/def2-TZVPD
C 0.9899 1.2983 -0.2538
C 1.2279 -0.1838 -0.4501
C 0.0354 0.4918 -0.9441
N -1.4539 -0.8335 1.1066
Br -1.4113 0.4186 -2.1235
H 0.6145 1.5225 0.6911
H 1.4681 1.9583 -0.8880
H 2.0221 -0.7146 -1.1305
H 1.0786 -0.8559 0.3243
H -1.3604 -1.5878 0.4721
H -2.4280 -0.8100 1.3607
H -0.7829 -0.7039 1.8352
```

Summary:
spin multiplicity: 1
lowest unoccupied orbital energy: -6.70 eV
energy above the lowest of the compared OMol25 structures with the same formula, charge and spin: 61.8 kcal per mole
frontier orbital gap: 7.70 eV
HOMO level: -14.40 eV
charge: +1

natural (NBO) atomic charge list, values in e, 8 entries:
1 C -0.487
2 C -0.504
3 C 0.313
4 N -1.069
5 Br 0.417
6 H 0.291
7 H 0.286
8 H 0.311

***

Question: Which formula does entry 9 have?
Answer: C3H7BrCuNO

***

Question: Which of these has the highest spin multiplicity?
Answer: C3H7AgClFN2O3PS